[1]
The following is a DFT calculation (ωB97M-V with the def2-TZVPD basis set) of C33H32HfN4OSSi as an isolated structure.

```
73
Properties=species:S:1:pos:R:3:forces:R:3
Hf 0.15703 0.15500 -0.22818 0.23 -0.02 -0.32
C -3.30112 -1.52637 -4.12434 0.00 -0.02 0.00
C -2.98372 -0.18002 -4.26554 0.00 0.02 0.00
C -2.48388 0.53605 -3.18750 0.01 -0.02 0.00
C -2.31189 -0.09753 -1.95824 0.00 0.01 0.07
C -2.64525 -1.43910 -1.80964 0.01 0.00 -0.01
C -3.13327 -2.15339 -2.89822 0.00 0.01 0.00
N -1.71881 0.61981 -0.86709 -0.34 -0.06 0.23
C -2.47709 1.55101 -0.15479 -0.07 -0.03 0.08
C -3.85844 1.69969 -0.24697 0.09 -0.02 -0.14
C -4.49371 2.63402 0.55083 -0.02 0.06 0.04
C -3.79680 3.44354 1.45754 0.01 -0.01 -0.03
C -2.43523 3.31182 1.57171 0.02 0.04 -0.03
C -1.78352 2.36539 0.76974 -0.01 0.12 -0.08
N -0.42369 2.13641 0.75547 0.09 0.05 0.33
N 0.38068 2.82216 1.43174 0.00 -0.02 -0.23
C 1.72439 2.44018 1.19326 -0.18 0.06 0.15
C 2.71342 3.09585 1.89986 0.03 0.00 -0.17
C 4.03504 2.78156 1.62010 0.01 -0.04 0.00
C 4.31867 1.82500 0.65332 -0.02 0.00 0.00
C 3.27009 1.18558 0.02233 0.03 -0.05 0.06
N 1.98527 1.47230 0.28563 -0.12 -0.12 0.37
H -3.69696 -2.07950 -4.96538 0.00 0.00 0.00
H -3.13660 0.31593 -5.21530 0.00 0.00 0.00
H -2.24130 1.58809 -3.28384 0.00 0.01 0.00
H -2.53343 -1.91365 -0.84137 0.00 0.00 0.00
H -3.39842 -3.19560 -2.77984 0.00 0.00 0.00
H -4.42676 1.09225 -0.93799 0.01 -0.02 0.01
H -5.56811 2.73860 0.47064 0.00 0.01 0.01
H -4.33138 4.16091 2.06318 0.00 0.00 0.00
H -1.85642 3.91198 2.25986 0.00 0.01 0.00
H 2.43132 3.84115 2.62910 0.00 0.02 -0.02
H 4.83692 3.27946 2.14826 0.00 0.00 0.00
H 5.33615 1.56426 0.40179 0.00 0.00 0.00
H 3.45015 0.40785 -0.71006 0.00 0.00 0.00
C -2.37318 1.48594 4.32916 0.03 0.01 0.03
C -0.99053 1.36085 4.31569 -0.02 -0.03 0.01
C -0.39693 0.36139 3.55714 -0.03 -0.01 0.03
C -1.17228 -0.52637 2.80111 0.06 0.12 -0.05
C -2.56519 -0.37719 2.82271 -0.02 0.00 0.00
C -3.16001 0.61228 3.58660 -0.02 -0.03 -0.01
Si -0.32682 -1.72835 1.64464 0.18 -0.16 -0.16
C 1.32698 -2.29585 2.31734 -0.04 -0.01 0.09
C 2.48897 -2.13031 1.56416 0.12 -0.07 -0.14
C 3.73665 -2.51155 2.04108 -0.04 -0.02 0.07
C 3.83740 -3.07293 3.30488 0.02 0.01 -0.02
C 2.69497 -3.25517 4.07434 0.00 0.00 0.01
C 1.45606 -2.87113 3.58647 -0.05 0.09 0.03
H -2.84079 2.25280 4.93308 0.00 0.00 0.00
H -0.38076 2.02629 4.91288 0.01 0.01 0.00
H 0.68406 0.24998 3.57766 0.01 -0.01 0.00
H -3.19141 -1.05642 2.25381 0.00 0.00 -0.01
H -4.23840 0.70053 3.61293 0.00 0.00 0.00
H -1.23536 -2.84735 1.29623 -0.04 0.03 0.03
H 2.43049 -1.74767 0.54525 -0.04 0.07 -0.04
H 4.62124 -2.38868 1.42944 0.00 0.01 -0.01
H 4.80220 -3.37844 3.68713 0.00 0.00 0.00
H 2.77179 -3.70097 5.05694 0.00 -0.01 0.00
H 0.57848 -3.01666 4.20589 0.00 0.00 0.00
O 0.79092 -0.78017 -1.90258 0.18 0.10 -0.28
S 0.40889 -1.24737 -3.36042 -0.08 -0.08 0.12
C 1.69724 -2.47891 -3.71671 0.01 0.01 -0.01
C 2.51139 -1.93697 -4.89166 0.00 0.00 0.00
C 2.57646 -0.42431 -4.70577 0.00 0.01 -0.01
C 1.13981 0.00666 -4.43399 0.01 0.00 0.00
H 1.21307 -3.43709 -3.89183 0.00 0.00 -0.01
H 2.27694 -2.53200 -2.79405 0.00 -0.02 0.00
H 2.02110 -2.17966 -5.83576 0.00 -0.01 0.00
H 3.49555 -2.40249 -4.90734 0.00 0.01 0.00
H 2.96637 0.08383 -5.58620 0.00 0.00 0.00
H 3.21789 -0.16542 -3.86071 0.00 0.00 0.00
H 0.52324 -0.01157 -5.33601 0.01 -0.01 -0.01
H 1.00015 0.96980 -3.94362 -0.01 0.00 -0.01
```
Positions in Å, forces in eV/Å.

Max |F|: 0.008 hartree/bohr
Highest occupied orbital energy: -13.16 eV
Total charge: +2
Frontier orbital gap: 5.77 eV

***

[2]
The following is a DFT calculation (ωB97M-V with the def2-TZVPD basis set) of a 2-piece molecular cluster, C4H8N2O overall at a distorted geometry.

```
15
Properties=species:S:1:pos:R:3:forces:R:3
C -1.68491 1.33643 -0.02947 -1.17 -1.88 4.41
N -1.36731 0.40307 -0.76886 1.03 -2.09 -1.35
N -1.27104 -1.11270 -0.23390 -0.48 0.65 -2.74
C -1.24199 -1.38017 0.96841 -0.16 4.28 2.50
H -1.91618 0.97462 1.10108 0.24 1.69 -1.99
H -1.78583 2.37054 -0.31874 0.10 0.03 -0.25
H -1.30040 -0.39527 1.65963 0.22 -2.56 -0.48
H -1.15853 -2.36857 1.39244 -0.01 -0.15 -0.20
C 1.86430 -0.44177 -0.94625 0.19 -0.03 0.15
C 1.45624 0.61978 0.02430 -0.38 -0.06 -0.30
O 1.13825 0.42664 1.16948 0.29 0.06 0.11
H 2.83193 -0.18115 -1.37761 0.05 0.00 -0.04
H 1.14108 -0.47329 -1.76282 -0.09 0.05 0.03
H 1.91582 -1.41243 -0.46102 0.00 -0.03 0.01
H 1.37856 1.63428 -0.41668 0.14 0.05 0.12
```
Positions in Å, forces in eV/Å.

Max |F|: 0.096 hartree/bohr
SMILES: C=NN=C.CC=O
Highest occupied orbital energy: -9.85 eV
Frontier orbital gap: 10.60 eV

***

[3]
The following is a DFT calculation (ωB97M-V with the def2-TZVPD basis set) of a 15-piece molecular cluster, C42H123N21O15 overall at a distorted geometry.

```
201
Properties=species:S:1:pos:R:3:forces:R:3
C -1.55057 6.90448 2.24832 0.47 -1.06 -0.07
C -0.37869 7.78442 1.74032 -2.03 -1.11 0.92
C 0.47508 7.05545 0.75486 0.68 -0.42 1.27
O 1.63450 7.86728 0.43632 -1.22 -0.67 -0.74
C 1.76482 8.09718 -0.93791 -0.25 -0.52 -1.81
N -1.10339 8.86450 1.12684 0.05 1.45 -0.64
H -1.29066 6.14732 2.98808 0.33 0.16 -0.10
H -1.97088 6.34583 1.41204 -0.06 -0.08 -0.20
H -2.36860 7.51560 2.62968 0.21 0.07 0.32
H 0.18131 8.04272 2.63909 0.38 0.60 -0.24
H -0.16114 6.70051 -0.05591 0.26 0.69 -0.63
H 0.77521 6.11598 1.21898 0.56 -0.07 0.18
H 2.59420 7.58090 -1.42130 0.93 0.43 0.64
H 1.69130 9.12640 -1.28918 0.52 0.39 0.72
H 1.01387 7.63830 -1.58103 -0.96 -0.27 0.52
H -2.09269 8.68523 1.22303 0.02 0.35 -0.12
H -0.93193 8.89080 0.13184 0.22 0.27 -0.09
C 0.10657 4.38940 -1.44321 1.75 0.89 0.04
C 0.40979 3.52295 -2.65107 -1.42 1.24 -0.66
C 1.84312 3.42531 -3.15198 0.63 1.65 1.16
O 2.31606 4.72492 -3.62575 -0.83 -1.67 -0.74
C 3.53692 5.14962 -3.06999 -0.91 1.16 0.85
N -0.11282 2.21257 -2.37250 0.62 -0.86 -0.64
H 0.84476 4.23175 -0.65688 -0.20 -0.59 0.48
H -0.91198 4.27416 -1.07259 0.10 -0.04 -0.05
H 0.33414 5.43344 -1.65839 -0.50 0.12 -0.39
H -0.18538 3.96938 -3.44767 0.04 0.20 -0.55
H 2.00840 2.65425 -3.90449 -0.24 0.02 -0.08
H 2.40355 3.18063 -2.24968 0.53 -0.35 -0.01
H 3.21131 5.70458 -2.19016 0.65 -0.34 0.90
H 3.94137 5.97753 -3.65229 0.27 -0.54 -0.66
H 4.24930 4.35944 -2.83289 0.02 0.04 -0.16
H -1.12194 2.23577 -2.33709 -0.20 -0.06 0.00
H 0.19008 1.67136 -3.16965 -0.30 -0.95 -0.01
C 5.15265 1.97675 1.63655 1.99 -1.12 1.64
C 3.95999 2.15903 0.81374 0.23 1.33 -1.40
C 3.90039 1.29904 -0.43468 -0.41 -1.14 -0.64
O 4.84118 1.68833 -1.37022 0.55 1.14 -0.42
C 4.87254 1.00605 -2.59722 1.33 0.70 -0.01
N 2.78379 1.99205 1.61459 -0.20 -0.47 -0.52
H 6.13031 2.33169 1.31055 -0.31 0.33 -0.49
H 5.31752 0.91653 1.82854 -0.08 -0.43 -0.16
H 5.00133 2.34326 2.65187 -0.16 0.50 -0.08
H 3.93972 3.18650 0.45043 0.04 0.33 -0.16
H 2.93904 1.28005 -0.94805 -0.70 0.51 0.31
H 4.05374 0.24105 -0.22198 0.24 -0.26 0.57
H 4.92268 -0.06866 -2.42233 0.08 -0.23 -0.20
H 5.79466 1.42264 -3.00250 0.41 -0.77 -0.27
H 4.17447 1.25339 -3.39698 -1.03 0.04 0.62
H 2.11817 1.90416 0.86005 -0.74 0.11 0.54
H 2.82737 1.03304 1.92845 -0.16 -0.46 0.71
C 3.05433 -5.22326 -3.86630 1.25 1.27 0.39
C 1.60799 -5.55785 -3.70216 -0.36 -0.77 0.32
C 0.99265 -5.55741 -2.24548 -0.32 1.92 -0.96
O 0.94064 -4.21151 -1.56708 0.29 -2.36 -1.06
C 0.11430 -4.21893 -0.40410 0.46 1.09 0.14
N 0.75232 -4.89298 -4.73953 0.44 -0.18 1.88
H 3.34834 -4.27195 -3.42282 0.03 -0.05 -0.04
H 3.33059 -5.14820 -4.91804 -0.12 -0.12 -0.09
H 3.71803 -5.96078 -3.41501 -0.21 -0.20 0.04
H 1.69338 -6.62969 -3.88100 -0.88 -0.50 -0.12
H 1.49106 -6.32662 -1.65556 0.27 0.34 0.28
H -0.03091 -5.90022 -2.39682 -0.29 0.03 0.22
H 0.34042 -3.29824 0.13375 0.39 0.04 0.05
H 0.32856 -5.03208 0.28944 -0.13 -0.29 -0.24
H -0.94681 -4.08380 -0.61354 -0.22 -0.71 -0.39
H -0.16960 -5.27015 -4.57248 -0.35 0.04 -0.46
H 1.03695 -5.16003 -5.67107 0.06 -0.11 -0.04
C -2.54063 -9.01636 4.79099 -1.72 0.77 0.82
C -3.85212 -8.26557 4.26449 1.67 0.43 -1.02
C -3.63413 -7.40769 3.00458 1.75 2.20 0.10
O -4.71648 -6.56372 2.51918 0.84 -0.71 -0.16
C -4.34070 -5.85808 1.30307 -0.75 -0.60 1.02
N -4.68481 -9.32390 3.85612 -1.95 -1.50 0.29
H -2.21705 -9.74394 4.04667 0.42 0.38 -0.05
H -2.93715 -9.60577 5.61771 -0.23 -0.35 -0.14
H -1.78049 -8.45721 5.33654 0.33 0.43 -0.93
H -4.36057 -7.67371 5.02560 0.29 -0.02 0.20
H -3.17197 -7.97405 2.19604 -0.61 -0.81 -0.33
H -2.79656 -6.73526 3.19004 0.20 0.58 0.44
H -4.23704 -6.55543 0.47177 0.04 -0.12 -0.07
H -3.42534 -5.27400 1.39835 0.17 -0.05 0.31
H -5.16710 -5.17628 1.10231 0.06 -0.07 -0.03
H -5.60611 -8.93870 3.70472 -0.28 -0.30 -0.30
H -4.33786 -9.66683 2.97174 -0.22 -0.25 -0.14
C -1.50201 -2.00236 4.38094 0.21 -0.90 0.78
C -2.39211 -0.79308 4.42816 0.04 1.09 -1.56
C -3.53475 -0.79805 5.42290 0.16 -0.02 -0.48
O -4.41607 -1.85665 5.07741 -0.30 0.50 -0.02
C -4.90240 -2.45269 6.22855 0.45 -1.14 1.25
N -1.57402 0.38743 4.57724 1.39 0.58 0.70
H -2.04396 -2.86258 3.98797 -0.20 -0.11 0.29
H -1.12056 -2.21764 5.37906 0.11 -0.25 0.10
H -0.64196 -1.90110 3.71899 -0.08 0.54 -0.04
H -2.75617 -0.77747 3.40089 -1.12 0.04 -0.16
H -4.08062 0.14517 5.44428 -0.10 0.31 -0.55
H -3.17679 -0.85524 6.45085 0.37 -0.60 0.13
H -5.41010 -1.82694 6.96255 -0.40 0.66 -0.36
H -4.03721 -2.80692 6.78896 0.16 -0.42 0.28
H -5.53206 -3.32438 6.05026 -0.04 0.18 -0.54
H -0.88638 0.38269 3.83749 0.32 -0.22 -0.07
H -1.97845 1.30941 4.49664 -0.99 -0.18 0.04
C 6.21113 -2.62659 2.07190 -0.21 -1.90 -0.99
C 5.45285 -2.43546 0.73662 -0.16 -0.29 0.61
C 5.20196 -3.66566 -0.22772 0.59 1.10 2.39
O 4.62298 -4.76568 0.55937 1.57 0.93 -2.08
C 4.47605 -5.90474 -0.29946 -1.05 0.73 -0.06
N 4.17250 -1.87675 1.13952 -0.66 0.47 -0.59
H 7.00114 -3.34178 1.84278 0.57 0.22 0.38
H 5.55252 -3.16667 2.75206 -0.02 0.18 0.20
H 6.57835 -1.71613 2.54552 -0.13 -0.02 -0.38
H 6.07277 -1.71937 0.19717 -0.41 0.29 -0.47
H 6.14066 -3.86245 -0.74562 0.21 -0.95 0.26
H 4.55659 -3.25763 -1.00560 -0.68 -0.38 -0.03
H 3.44829 -5.86536 -0.66036 -0.44 -0.59 0.33
H 4.71284 -6.81817 0.24615 -0.05 0.09 -0.17
H 4.99056 -5.81647 -1.25633 0.88 -0.07 0.32
H 3.66080 -1.59890 0.31425 -0.10 0.47 -0.35
H 3.59651 -2.65558 1.42543 -0.01 -0.33 0.69
C 1.91831 3.09792 4.99816 1.59 0.05 1.06
C 1.17735 4.29392 4.43481 0.42 -2.71 0.17
C 2.10495 5.45755 4.41713 0.07 0.98 0.92
O 2.72041 5.71359 5.70082 1.14 -1.19 -1.56
C 2.03138 6.53601 6.55791 -1.03 -0.24 -0.02
N 0.91745 3.88324 3.05631 -1.01 1.53 -0.74
H 1.47189 2.10561 4.93416 -0.44 0.28 0.01
H 2.36775 3.25965 5.97793 -0.56 -0.06 0.45
H 2.82972 3.07568 4.40070 0.10 -0.41 -0.35
H 0.27626 4.52809 5.00166 -0.23 -0.02 -0.17
H 1.44990 6.25789 4.07292 0.51 0.88 -0.02
H 2.93753 5.31145 3.72898 -0.11 -0.06 -0.11
H 1.04044 6.09420 6.66248 -0.69 0.64 0.10
H 2.04005 7.52956 6.10972 -0.43 0.42 0.58
H 2.43607 6.48372 7.56865 0.49 0.27 -0.23
H 0.47420 2.97616 3.02725 -0.16 -0.09 0.30
H 1.82380 3.72720 2.63883 0.13 -0.22 -0.23
C -2.93530 -1.55838 -2.19427 0.43 0.84 -0.63
C -4.21666 -1.37608 -1.39290 0.27 -0.77 0.83
C -4.19866 -0.48431 -0.13122 1.80 0.03 0.39
O -3.64159 0.80600 -0.33186 -0.64 0.76 -1.17
C -3.51810 1.59872 0.83170 0.06 -0.41 1.13
N -5.31366 -1.11360 -2.29635 -0.50 0.38 -0.09
H -3.19893 -1.77025 -3.23048 -0.23 -0.26 0.10
H -2.24629 -2.35064 -1.90158 -0.08 0.08 0.47
H -2.38089 -0.62303 -2.27070 0.22 -0.02 0.28
H -4.45816 -2.36478 -1.00269 0.16 -0.16 0.35
H -3.49967 -0.92970 0.57669 -0.08 -0.64 0.37
H -5.16616 -0.42392 0.36717 -0.33 -0.02 -0.21
H -4.39031 1.61547 1.48520 -0.67 -0.06 -0.38
H -3.26445 2.64160 0.64152 0.05 -0.23 -0.59
H -2.77662 1.19662 1.52207 0.58 -0.17 -0.16
H -5.54133 -0.13202 -2.22710 -0.42 0.19 -0.13
H -6.07365 -1.64339 -1.89407 -0.61 0.37 -0.42
C -3.28412 4.00305 4.94324 -0.20 -2.97 -2.65
O -3.34429 3.15725 4.02370 0.85 1.27 0.49
N -2.52182 5.03169 5.09538 3.24 3.69 -1.49
N -3.97191 3.83654 6.02297 -3.76 -2.15 3.79
H -1.86536 5.27827 4.36851 -0.31 0.13 0.20
H -2.66697 5.66945 5.86498 0.34 -0.26 -0.29
H -4.37370 2.91114 6.07113 -0.50 0.40 0.26
H -4.31336 4.56415 6.63462 0.26 -0.31 -0.15
C 0.45734 -0.01833 -8.14576 -0.89 4.48 2.42
O 0.13537 1.18196 -8.29261 0.31 -1.13 -0.13
N 1.02057 -0.50457 -7.06108 1.43 -0.35 1.73
N 0.17159 -0.97552 -8.93891 -1.95 -2.97 -5.70
H 1.16403 -1.49721 -7.18018 0.36 0.27 1.59
H 0.98633 0.04159 -6.21217 0.36 -0.56 0.12
H 0.16246 -1.96713 -8.74726 0.11 0.48 0.31
H -0.35336 -0.70458 -9.75814 0.21 -0.13 -0.04
C 1.45916 -1.17796 -3.58724 -0.24 1.10 -0.19
O 1.50473 0.03814 -3.55242 0.14 1.10 -0.42
N 2.49853 -2.00984 -3.43952 1.47 -0.79 0.43
N 0.37125 -1.92373 -3.78080 -1.20 -0.85 0.15
H 3.45934 -1.72025 -3.32511 -0.48 0.07 0.32
H 2.15280 -2.90811 -3.13343 1.23 -0.04 0.22
H 0.66569 -2.88987 -3.78314 -1.50 -0.26 -0.78
H -0.45863 -1.63001 -4.27590 0.28 0.36 0.32
C -2.39340 -3.41851 -6.77946 0.84 -2.61 -1.20
O -2.43885 -4.61047 -7.14495 0.00 1.37 0.32
N -2.37085 -2.36766 -7.62753 -0.30 0.07 -0.23
N -2.21145 -3.04124 -5.51127 -0.04 -0.39 1.31
H -2.24378 -2.56383 -8.61011 -0.59 0.49 0.33
H -2.57195 -1.49455 -7.16133 0.28 0.44 -0.99
H -1.91030 -2.08694 -5.37443 -0.19 -0.28 0.41
H -1.91023 -3.78244 -4.89483 -0.23 0.36 0.00
C -2.37285 0.78461 -5.00027 -3.42 -1.02 -0.43
O -2.05585 -0.39175 -5.12497 2.02 -0.19 0.35
N -3.35364 1.16330 -4.19044 -1.08 -0.46 2.89
N -2.25660 1.75041 -5.86143 2.88 2.71 -3.71
H -3.64525 2.13003 -4.21277 -0.09 -0.54 0.75
H -3.66119 0.47990 -3.51334 -0.42 0.46 0.02
H -1.46259 1.81168 -6.48262 -0.03 -0.21 -0.36
H -2.92729 2.50273 -5.92684 0.44 -0.25 0.17
C -0.06716 0.30056 0.56254 -1.18 -0.78 -1.87
O -0.15417 -0.04664 1.69391 -0.45 -1.94 4.07
N 0.35434 1.49572 0.27979 0.94 2.71 -0.13
N -0.50195 -0.44055 -0.47773 0.36 -0.50 -0.28
H 0.36465 2.07442 1.10750 0.10 0.34 -0.56
H 0.48614 1.81036 -0.67085 -0.47 0.42 -0.26
H -0.90775 -1.33049 -0.22584 0.16 0.25 -0.64
H -0.37428 -0.05534 -1.40261 -0.30 -0.63 -0.05
```
Positions in Å, forces in eV/Å.

Max |F|: 0.131 hartree/bohr
Highest occupied orbital energy: -8.09 eV
Frontier orbital gap: 8.22 eV